No. 1
Computed, not measured: C12H21Cl6Mg2O6 as an isolated structure in a non-equilibrium geometry, with ωB97M-V with the def2-TZVPD basis set.

Positions of all 47 atoms, in Å:
Mg: -1.313 0.064 -2.990
Mg: -2.228 2.767 -0.778
C: 1.204 3.576 -3.289
C: 0.067 2.716 -2.739
O: -0.030 1.571 -3.184
O: -0.752 3.210 -1.944
H: 1.202 3.642 -4.377
H: 2.121 3.038 -3.049
H: 1.233 4.550 -2.800
C: -0.350 -0.494 1.400
C: -0.966 0.206 0.194
O: -0.840 -0.195 -1.015
O: -1.584 1.286 0.376
H: -0.719 -1.493 1.633
H: -0.412 0.130 2.292
H: 0.708 -0.698 1.238
C: -5.152 1.213 -2.793
C: -3.916 1.897 -2.300
O: -4.013 3.057 -1.855
O: -2.849 1.366 -2.309
H: -6.007 1.868 -2.961
H: -5.481 0.474 -2.062
H: -4.959 0.592 -3.668
Cl: -0.030 -3.781 -1.134
C: -1.749 -4.277 -0.808
C: -2.267 -3.747 0.501
Cl: -3.854 -4.577 0.805
H: -1.776 -5.367 -0.806
H: -2.377 -3.983 -1.649
H: -2.435 -2.672 0.570
H: -1.605 -4.145 1.270
Cl: 3.855 -2.289 -2.057
C: 2.697 -1.151 -1.254
C: 3.362 -0.459 -0.085
Cl: 3.744 -1.622 1.222
H: 1.796 -1.673 -0.932
H: 2.399 -0.386 -1.972
H: 2.718 0.274 0.400
H: 4.315 -0.014 -0.371
Cl: 1.512 -0.141 4.435
C: 3.204 0.402 4.689
C: 3.385 0.900 6.129
Cl: 4.882 1.945 6.265
H: 3.439 1.205 3.991
H: 3.899 -0.418 4.508
H: 3.397 0.111 6.880
H: 2.528 1.524 6.384

The total charge is +1. The calculation puts the total energy at -111095.3868 eV. The calculation puts the HOMO energy at -12.59 eV. The calculation puts the frontier orbital gap at 0.26253 Ha. For the energy above the lowest of the compared OMol25 structures with the same formula, charge and spin, the calculation gives 122.64 kJ/mol. The value obtained for the lowest unoccupied orbital energy is -5.45 eV.

=====

No. 2
Computed, not measured: C5H6Br2O as an isolated structure in a non-equilibrium geometry, with ωB97M-V with the def2-TZVPD basis set.

Positions of all 14 atoms, in Å:
C: 1.885 2.184 -0.359
C: 1.224 1.362 0.207
C: 0.248 0.848 2.157
C: -1.318 -2.194 -1.914
C: 0.488 0.358 0.805
O: 0.031 -0.695 0.341
Br: 0.062 -2.001 -3.209
Br: -2.848 -0.989 -2.247
H: 2.377 3.000 -0.854
H: 1.263 0.777 2.760
H: 0.055 1.942 2.024
H: -0.686 0.366 2.689
H: -1.831 -3.202 -1.971
H: -0.947 -1.755 -0.428

The total charge is 0. The calculation puts the total energy at -147409.3714 eV. The calculation puts the HOMO energy at -9.12 eV. The calculation puts the frontier orbital gap at 0.31323 Ha. For the energy above the lowest of the compared OMol25 structures with the same formula, charge and spin, the calculation gives 227.50 kJ/mol. The value obtained for the lowest unoccupied orbital energy is -0.59 eV.

=====

No. 3
Computed, not measured: C49H40BInNO9 as an isolated structure, with ωB97M-V with the def2-TZVPD basis set.

Positions of all 101 atoms, in Å:
C: 3.223 3.457 3.147
C: 3.766 2.184 2.455
B: 2.924 1.844 1.148
O: 3.346 2.464 -0.029
In: 1.077 0.446 1.065
C: -0.268 0.682 2.839
C: -1.658 1.077 2.530
N: -2.045 2.136 1.929
C: 1.909 -1.646 0.977
C: 2.867 -1.871 2.112
O: 2.226 -1.475 3.372
C: 2.984 -1.525 4.454
O: 2.689 -1.026 5.504
H: 3.350 3.417 4.230
H: 3.740 4.355 2.800
H: 2.154 3.601 2.959
H: 3.740 1.353 3.165
H: 4.818 2.341 2.179
H: 3.634 3.379 0.091
H: 0.173 0.713 -0.452
H: -0.262 -0.298 3.323
H: 0.209 1.374 3.540
H: -2.447 0.392 2.862
H: -1.219 2.677 1.658
H: 2.469 -1.733 0.042
H: 1.117 -2.400 0.991
H: 3.754 -1.243 1.981
H: 3.180 -2.916 2.243
H: 3.923 -2.096 4.320
C: -4.334 2.101 -3.109
C: -3.307 1.860 -2.201
C: -2.394 0.846 -2.437
C: -2.520 0.064 -3.581
C: -3.559 0.292 -4.485
C: -4.462 1.323 -4.248
C: -3.727 -0.563 -5.691
O: -4.619 -0.367 -6.492
C: -2.762 -1.689 -5.885
C: -2.920 -2.533 -6.978
C: -2.031 -3.574 -7.184
C: -0.976 -3.779 -6.301
C: -0.816 -2.945 -5.208
C: -1.708 -1.901 -4.995
C: -1.523 -1.018 -3.808
O: -0.599 -1.160 -3.038
H: -5.042 2.899 -2.922
H: -3.217 2.458 -1.303
H: -1.587 0.648 -1.739
H: -5.259 1.496 -4.958
H: -3.744 -2.357 -7.657
H: -2.158 -4.230 -8.035
H: -0.278 -4.589 -6.467
H: -0.006 -3.089 -4.506
C: -8.508 1.263 8.868
C: -8.379 -0.103 8.641
C: -7.188 -0.617 8.157
C: -6.122 0.233 7.890
C: -6.256 1.604 8.106
C: -7.450 2.114 8.601
C: -5.137 2.547 7.801
O: -5.259 3.737 8.007
C: -3.886 1.973 7.240
C: -2.846 2.830 6.900
C: -1.667 2.318 6.386
C: -1.514 0.947 6.214
C: -2.549 0.088 6.545
C: -3.738 0.594 7.054
C: -4.841 -0.348 7.383
O: -4.720 -1.548 7.249
H: -9.439 1.663 9.251
H: -9.210 -0.767 8.842
H: -7.066 -1.677 7.977
H: -7.532 3.180 8.767
H: -2.979 3.894 7.039
H: -0.861 2.986 6.111
H: -0.592 0.552 5.808
H: -2.449 -0.980 6.407
C: 3.133 0.328 -2.980
C: 2.459 -0.855 -3.271
C: 2.970 -1.722 -4.224
C: 4.147 -1.417 -4.895
C: 4.820 -0.224 -4.607
C: 4.309 0.639 -3.644
C: 6.066 0.148 -5.324
O: 6.668 1.174 -5.083
C: 6.566 -0.791 -6.378
C: 7.705 -0.450 -7.097
C: 8.192 -1.306 -8.069
C: 7.546 -2.511 -8.325
C: 6.410 -2.854 -7.613
C: 5.912 -1.993 -6.641
C: 4.670 -2.376 -5.901
O: 4.120 -3.434 -6.130
H: 2.732 1.001 -2.231
H: 1.540 -1.090 -2.754
H: 2.464 -2.648 -4.461
H: 4.841 1.555 -3.426
H: 8.195 0.490 -6.881
H: 9.078 -1.037 -8.631
H: 7.931 -3.182 -9.083
H: 5.891 -3.785 -7.798

The total charge is -1. The calculation puts the total energy at -77231.9673 eV. The calculation puts the HOMO energy at -4.60 eV. The calculation puts the frontier orbital gap at 0.19699 Ha. The value obtained for the lowest unoccupied orbital energy is 0.76 eV.

=====

No. 4
Computed, not measured: a 2-piece molecular cluster, CH3BrS overall in a non-equilibrium geometry, with ωB97M-V with the def2-TZVPD basis set.

Positions of all 6 atoms, in Å:
C: -0.299 -0.411 -1.090
S: -1.550 -0.554 -2.111
H: 0.662 -0.883 -1.374
H: -0.396 0.155 -0.092
Br: 0.940 1.044 1.650
H: 0.643 0.648 3.017

The total charge is 0. The calculation puts the total energy at -81961.9530 eV. The calculation puts the HOMO energy at -8.73 eV. The calculation puts the frontier orbital gap at 0.30812 Ha. For the energy above the lowest of the compared OMol25 structures with the same formula, charge and spin, the calculation gives 98.98 kJ/mol. The value obtained for the lowest unoccupied orbital energy is -0.34 eV.

=====

No. 5
Computed, not measured: C26H43Cl3MnO2P2 as an isolated structure in a non-equilibrium geometry, with ωB97M-V with the def2-TZVPD basis set.

Positions of all 77 atoms, in Å:
Mn: -0.883 -0.090 -0.193
C: -0.535 1.618 -1.481
C: -1.367 1.946 -0.317
C: 0.868 1.854 0.369
C: 0.835 1.545 -1.021
C: -0.474 2.025 0.828
C: -0.947 1.627 -2.903
H: -2.031 1.489 -2.991
H: -0.447 0.832 -3.474
H: -0.690 2.585 -3.382
C: 2.024 1.444 -1.883
H: 1.747 1.174 -2.910
H: 2.720 0.692 -1.483
H: 2.574 2.398 -1.930
C: 2.093 2.074 1.165
H: 2.617 2.995 0.867
H: 2.793 1.238 1.007
H: 1.873 2.158 2.238
C: -0.830 2.512 2.177
H: -0.581 3.581 2.292
H: -0.279 1.967 2.958
H: -1.904 2.404 2.360
C: -2.811 2.267 -0.319
H: -2.963 3.351 -0.418
H: -3.300 1.940 0.609
H: -3.320 1.766 -1.153
C: -3.987 -5.215 -1.778
C: -4.832 -4.307 -2.269
C: -6.276 -4.162 -1.868
C: -6.581 -4.390 -0.365
C: -5.571 -3.787 0.567
C: -4.504 -4.433 1.059
C: -4.066 -5.829 0.691
C: -4.358 -6.258 -0.765
H: -6.888 -4.872 -2.455
H: -6.741 -5.457 -0.165
H: -6.625 -3.154 -2.140
H: -5.402 -6.580 -0.873
H: -2.989 -5.346 -2.211
H: -4.560 -3.727 -3.159
H: -3.743 -7.144 -0.961
H: -2.978 -5.918 0.854
H: -3.958 -3.997 1.904
H: -4.549 -6.554 1.371
H: -7.536 -3.887 -0.173
H: -5.829 -2.788 0.925
P: -1.402 -1.938 -1.152
P: -0.651 -1.327 1.744
C: -1.695 -3.299 0.057
C: -0.886 -3.120 1.349
H: -1.457 -4.246 -0.449
H: -2.773 -3.320 0.274
H: -1.382 -3.613 2.201
H: 0.117 -3.560 1.238
C: 0.784 -1.225 2.813
H: 0.877 -0.218 3.228
H: 1.688 -1.423 2.225
H: 0.736 -1.940 3.647
C: -2.097 -0.860 2.771
H: -2.379 -1.668 3.461
H: -2.959 -0.623 2.129
H: -1.861 0.044 3.350
C: -0.227 -2.542 -2.356
H: -0.090 -1.791 -3.147
H: -0.597 -3.483 -2.797
H: 0.753 -2.711 -1.877
C: -2.977 -1.508 -1.937
H: -3.561 -0.827 -1.298
H: -3.565 -2.414 -2.114
H: -2.786 -0.994 -2.890
Cl: 5.861 -1.975 1.612
C: 5.085 -1.509 0.088
Cl: 5.398 0.229 -0.202
Cl: 5.701 -2.438 -1.286
C: 3.466 -1.825 0.232
O: 3.204 -3.028 0.365
O: 2.704 -0.822 0.217

The total charge is +1. The calculation puts the total energy at -119212.3941 eV. As for the spin multiplicity: 5. As for the expectation value of S²: 6.19. The calculation puts the HOMO energy (alpha / beta) at -10.76 / -10.78 eV. The calculation puts the frontier orbital gap (alpha / beta) at 0.22235 / 0.23328 Ha. For the energy above the lowest of the compared OMol25 structures with the same formula, charge and spin, the calculation gives 0.00 kJ/mol. The value obtained for the lowest unoccupied orbital energy (alpha / beta) is -4.71 / -4.43 eV.